[1]
14
Properties=species:S:1:pos:R:3 method="wB97M-V/def2-TZVPD" charge=0 lumo_energy_ev=0.792 e_above_lowest_kcal_mol=43.7 multiplicity=1 homo_lumo_gap_ev=11.37
C 2.05702 0.10814 0.17247
C 0.67966 0.75523 0.22607
N -0.32046 -0.10771 -0.37649
C -1.16241 0.37220 -1.18891
C -3.17378 -1.58933 1.32116
N -2.07244 -1.69538 0.92158
H 2.40857 0.00916 -0.85887
H 2.02857 -0.88984 0.62104
H 2.78047 0.71339 0.72671
H 0.37983 0.88538 1.27346
H 0.68629 1.75100 -0.24323
H -1.17367 -1.45663 0.48037
H -1.95081 -0.27890 -1.57227
H -1.16686 1.42329 -1.50310

[2]
15
Properties=species:S:1:pos:R:3 method="wB97M-V/def2-TZVPD" charge=0 lumo_energy_ev=0.589 e_above_lowest_kcal_mol=100.3 multiplicity=1 homo_lumo_gap_ev=7.73
C 1.91093 1.58883 -0.32599
C 0.72636 1.04329 -0.05427
C 0.10698 -0.16629 -0.43224
N 0.60355 -1.04105 -1.37670
C -0.78771 -0.52413 0.60144
N -1.98327 0.17366 0.95216
O -0.95128 -1.88591 0.79784
H 2.66271 1.05394 -0.89274
H 2.11886 2.62735 -0.11417
H 0.14042 1.02666 1.04518
H 0.18360 -1.95826 -1.35792
H 1.60547 -1.07459 -1.49391
H -2.74681 -0.02198 0.31089
H -1.84045 1.17158 1.01532
H -1.74936 -2.01310 1.32512

[3]
15
Properties=species:S:1:pos:R:3 method="wB97M-V/def2-TZVPD" charge=0 lumo_energy_ev=1.044 smiles="NC(=O)CN1CC1" e_above_lowest_kcal_mol=39.7 multiplicity=1 homo_lumo_gap_ev=10.60
N 1.80260 -0.07283 -1.28910
C 1.53919 -0.71428 -0.12204
O 2.05823 -1.77386 0.18817
C 0.57410 -0.01086 0.82509
N -0.47249 0.78103 0.19554
C -1.78735 0.58901 0.79239
C -1.48551 0.05665 -0.55561
H 2.49740 -0.47648 -1.89915
H 1.43589 0.84559 -1.48124
H 0.17547 -0.79121 1.48631
H 1.16142 0.67514 1.44707
H -1.85875 -0.14985 1.59059
H -2.40616 1.47078 0.93931
H -1.38273 -1.02079 -0.69149
H -1.85131 0.59198 -1.42584

[4]
15
Properties=species:S:1:pos:R:3 method="wB97M-V/def2-TZVPD" charge=0 lumo_energy_ev=0.398 e_above_lowest_kcal_mol=155.0 multiplicity=1 homo_lumo_gap_ev=9.48
N 0.16896 0.95666 -1.38247
C -1.09351 0.49526 -1.35684
O -1.97248 0.76495 -2.16286
C -1.28960 -0.43179 -0.16283
N -0.17223 -0.67876 0.70576
C 0.43991 0.06120 1.79550
C 1.12423 -0.86410 0.87221
H 0.25332 1.52506 -2.22577
H 1.32209 0.09731 -1.13117
H -2.09128 -0.00009 0.43759
H -1.57661 -1.40775 -0.53946
H 0.59994 1.11116 1.55786
H 0.31130 -0.26349 2.82841
H 2.11204 0.25590 -0.03624
H 1.86392 -1.62151 0.80030

[5]
15
Properties=species:S:1:pos:R:3 method="wB97M-V/def2-TZVPD" charge=0 lumo_energy_ev=0.888 smiles="C[C@@]1(C(N)=O)CN1" e_above_lowest_kcal_mol=34.4 multiplicity=1 homo_lumo_gap_ev=10.42
C -1.10862 -1.23545 0.18729
C -0.21223 -0.01862 0.11710
C 1.24274 -0.27246 0.47944
N 2.19477 0.02436 -0.44821
O 1.52485 -0.72675 1.57177
C -0.70357 1.12039 -0.69762
N -0.67734 1.20694 0.75850
H -2.14886 -0.89896 0.10893
H -0.93184 -1.94977 -0.62604
H -0.96577 -1.74410 1.14428
H 1.96730 0.53596 -1.28415
H 3.14509 0.07262 -0.10790
H -0.05820 1.84503 -1.18815
H -1.66613 0.94628 -1.18295
H -1.60218 1.09452 1.16772

[6]
15
Properties=species:S:1:pos:R:3 method="wB97M-V/def2-TZVPD" charge=0 lumo_energy_ev=0.128 e_above_lowest_kcal_mol=109.3 multiplicity=1 homo_lumo_gap_ev=8.81
C -0.28385 -1.34464 -1.82258
C -0.90221 -0.08269 -1.33987
O -1.19576 -0.33418 -0.04120
C -0.78034 0.58527 0.89949
N -1.26974 0.63939 2.05716
C 0.49862 1.26731 0.48788
N 1.61798 0.32115 0.60151
H 0.38718 -1.73322 -1.03987
H 0.27191 -1.17059 -2.74257
H -1.07191 -2.09090 -1.98716
H 0.40055 1.56755 -0.56924
H -2.07535 0.01630 2.13898
H 0.65035 2.15716 1.09982
H 2.41204 0.80603 1.00478
H 1.40684 -0.42573 1.25790

[7]
15
Properties=species:S:1:pos:R:3 method="wB97M-V/def2-TZVPD" charge=0 lumo_energy_ev="0.191 / 0.437" e_above_lowest_kcal_mol=61.3 multiplicity=1 homo_lumo_gap_ev="7.42 / 7.73"
C 1.53422 0.21732 1.26757
C 0.40076 -0.03864 0.33304
C -0.12105 0.62404 -1.87681
N 0.65155 0.01351 -0.99684
C -0.95461 -0.20772 0.85907
O -1.20415 0.00372 2.04275
N -1.92023 -0.73217 0.02256
H 1.78365 1.28920 1.29035
H 1.24775 -0.07719 2.27804
H 2.44539 -0.32118 0.96770
H -0.06865 0.39157 -2.93063
H -0.82940 1.33759 -1.47870
H 1.52882 -0.40598 -1.32381
H -1.71311 -1.06582 -0.90558
H -2.78094 -1.02824 0.45129

[8]
15
Properties=species:S:1:pos:R:3 method="wB97M-V/def2-TZVPD" charge=0 lumo_energy_ev=0.886 e_above_lowest_kcal_mol=102.2 multiplicity=1 homo_lumo_gap_ev=9.53
C -0.93994 -1.52001 0.78387
C -0.46815 -0.17539 0.28402
O -0.74358 0.79671 1.26870
C 1.03211 -0.09174 -0.04040
N 1.16831 1.26849 -0.49691
C -1.13849 0.37916 -1.01676
N -0.27366 1.18927 -1.45823
H -2.00563 -1.47857 1.02086
H -0.39663 -1.78977 1.69711
H -0.77264 -2.29154 0.02673
H -0.15948 1.54274 1.03408
H 1.31522 -0.82745 -0.80656
H 1.54953 -0.30717 0.89608
H -0.16391 1.95098 -2.09549
H 1.99694 1.35427 -1.09711

[9]
15
Properties=species:S:1:pos:R:3 method="wB97M-V/def2-TZVPD" charge=0 lumo_energy_ev=0.958 smiles="[H]/N=C/CCN=C=O.[H][H]" e_above_lowest_kcal_mol=55.5 multiplicity=1 homo_lumo_gap_ev=10.93
H -1.64573 2.20309 0.15431
N -1.40574 1.22226 0.01029
C -0.72272 0.76811 0.97807
C -0.23986 -0.65585 0.99685
C -0.05383 -1.32521 -0.37881
N 0.51279 -0.47781 -1.40601
C 0.04373 0.42413 -2.06847
O -0.25391 1.29687 -2.79358
H -0.44803 1.36973 1.85644
H -0.99220 -1.24540 1.54011
H 0.68350 -0.70643 1.58539
H -1.00435 -1.73737 -0.73310
H 0.63512 -2.16447 -0.24404
H 2.61565 0.60393 0.57050
H 2.27558 0.42442 -0.06794

[10]
15
Properties=species:S:1:pos:R:3 method="wB97M-V/def2-TZVPD" charge=0 lumo_energy_ev=0.795 e_above_lowest_kcal_mol=107.0 multiplicity=1 homo_lumo_gap_ev=9.77
H 0.26707 -2.24107 1.11123
N 0.94424 -1.51326 0.84922
C 0.50153 -0.70712 0.03151
N -1.17072 -0.82672 -0.64662
C -1.99156 -1.20929 0.23225
C 0.65146 0.53481 -0.67047
C 0.07815 1.77762 -0.03492
O 2.28030 0.61861 -0.33389
H -3.01773 -1.50385 -0.03889
H -1.69886 -1.40469 1.29204
H 0.58902 0.46632 -1.75104
H 0.65111 2.63894 -0.38209
H -0.98055 1.86420 -0.28351
H 0.17642 1.75010 1.05213
H 2.72014 -0.24459 -0.42694